# 1
Entry from OMol25: a molecular structure, C39H38Cl3O9PS5SiTa (ωB97M-V with the def2-TZVPD basis set).

Last column: Löwdin charge in e.
Atoms and positions in Å:
Ta -0.074 0.182 0.791  1.410
O 0.761 -0.235 4.732  -0.315
S -0.277 0.562 4.121  0.510
O -1.451 0.789 4.909  -0.297
O -0.655 -0.043 2.774  -0.617
C 0.421 2.164 3.776  -0.215
C 1.057 2.733 4.874  -0.061
C 1.605 4.000 4.790  -0.083
C 1.517 4.700 3.595  -0.077
C 0.885 4.131 2.505  -0.020
C 0.314 2.857 2.568  -0.203
S 2.647 0.856 0.640  0.751
O 3.669 -0.158 0.432  -0.424
O 1.454 0.554 -0.420  -0.684
O 1.729 0.401 1.842  -0.587
H 1.121 2.165 5.793  0.114
H 2.103 4.432 5.648  0.098
H 1.952 5.688 3.507  0.100
H 0.839 4.660 1.562  0.105
C -0.316 2.290 1.348  -0.231
C -0.956 3.054 0.511  -0.012
C -1.660 3.757 -0.347  -0.141
C -3.124 3.940 -0.175  -0.167
C -3.911 4.481 -1.189  -0.029
C -5.283 4.615 -1.022  -0.092
C -5.889 4.219 0.160  -0.103
C -5.109 3.696 1.184  -0.096
C -3.742 3.569 1.021  -0.074
C -0.961 4.367 -1.519  -0.188
C -1.107 3.810 -2.785  -0.060
C -0.462 4.373 -3.876  -0.103
C 0.338 5.494 -3.713  -0.098
C 0.496 6.049 -2.450  -0.090
C -0.153 5.489 -1.360  -0.030
H -3.453 4.791 -2.119  0.105
H -5.880 5.027 -1.827  0.096
H -6.961 4.314 0.284  0.094
H -5.565 3.374 2.111  0.100
H -3.143 3.162 1.826  0.084
H -1.702 2.913 -2.905  0.116
H -0.558 3.908 -4.849  0.100
H 0.851 5.924 -4.564  0.095
H 1.128 6.918 -2.313  0.095
H -0.041 5.924 -0.374  0.107
O 0.408 -1.852 1.042  -0.643
S 0.785 -2.528 2.382  1.146
C 0.361 -4.224 2.038  -0.364
C 0.773 -5.204 2.931  -0.073
C 0.402 -6.517 2.700  -0.076
C -0.377 -6.836 1.593  -0.080
C -0.790 -5.842 0.720  -0.061
C -0.426 -4.520 0.939  -0.089
C 2.549 -2.616 2.384  -0.377
C 3.193 -1.846 3.341  -0.066
C 4.581 -1.814 3.334  -0.057
C 5.287 -2.522 2.375  -0.068
C 4.623 -3.281 1.417  -0.067
C 3.243 -3.334 1.420  -0.062
H 1.383 -4.944 3.788  0.119
H 0.719 -7.293 3.385  0.104
H -0.667 -7.864 1.417  0.102
H -1.407 -6.088 -0.134  0.110
H -0.760 -3.726 0.286  0.076
H 2.609 -1.259 4.039  0.091
H 5.106 -1.210 4.062  0.110
H 6.369 -2.475 2.362  0.105
H 5.183 -3.818 0.663  0.107
H 2.704 -3.913 0.681  0.103
C -0.939 -2.582 -5.542  -0.050
C -1.768 -1.718 -4.607  -0.434
C -2.325 -2.493 -3.428  -0.072
O -1.018 -0.532 -4.247  -0.325
P 0.099 -0.297 -3.132  -0.045
S 1.232 1.168 -3.628  0.331
S -1.118 -0.088 -1.421  0.303
O 0.759 -1.754 -3.089  -0.312
C 1.714 -2.231 -2.110  -0.452
C 3.108 -1.741 -2.434  -0.051
C 1.595 -3.741 -2.166  -0.034
H -1.572 -3.359 -5.975  0.079
H -0.118 -3.053 -5.004  0.068
H -0.527 -1.977 -6.349  0.085
H -2.604 -1.297 -5.168  0.139
H -1.526 -2.926 -2.824  0.062
H -2.943 -3.306 -3.817  0.084
H -2.940 -1.865 -2.787  0.055
H 1.418 -1.864 -1.128  0.090
H 3.425 -2.115 -3.410  0.087
H 3.798 -2.091 -1.664  0.076
H 3.141 -0.654 -2.438  0.042
H 1.858 -4.098 -3.164  0.086
H 0.577 -4.061 -1.940  0.068
H 2.273 -4.205 -1.449  0.068
Cl -4.223 0.364 -0.510  0.184
Si -2.821 -0.138 0.959  -0.643
Cl -3.110 -2.243 1.118  0.170
Cl -3.749 0.529 2.695  0.268

Summary:
total charge: -1
Kohn-Sham gap: 0.273 Ha
lowest unoccupied orbital energy: 1.90 eV
energy: -169960.954 eV
HOMO level: -5.538 eV
M: 1157.43 g/mol

# 2
Entry from OMol25: a molecular structure, C9H11PS at a distorted geometry (ωB97M-V with the def2-TZVPD basis set).

Last column: natural (NBO) charge in e.
Atoms and positions in Å:
C -3.118 -0.407 0.323  -0.209
C -2.956 0.709 -0.416  -0.208
C -2.046 -1.142 0.666  -0.203
C -1.732 1.297 -0.511  -0.169
C -0.735 -0.553 0.563  -0.161
C -0.565 0.633 -0.189  -0.157
C 1.196 2.481 -0.972  -0.688
C 2.829 -2.422 -0.702  -0.624
C 0.762 1.198 -0.285  -0.233
P 2.025 -0.102 -0.459  0.690
S 3.738 0.433 0.321  -0.388
H -4.086 -0.876 0.459  0.217
H -3.794 1.301 -0.728  0.215
H -2.137 -2.211 1.033  0.224
H -1.731 2.309 -1.057  0.213
H 0.209 -1.028 0.904  0.215
H 2.294 2.577 -1.127  0.243
H 0.748 3.289 -0.458  0.230
H 0.922 2.604 -1.990  0.233
H 2.948 -2.874 0.279  0.187
H 3.742 -2.161 -1.231  0.194
H 1.994 -2.779 -1.312  0.180

Summary:
multiplicity: 3
Kohn-Sham gap (spin up / spin down): 0.221 / 0.238 Ha
lowest unoccupied orbital energy (spin up / spin down): -0.80 / -1.86 eV
energy: -29630.577 eV
HOMO level (spin up / spin down): -6.815 / -8.329 eV
M: 182.23 g/mol

# 3
Entry from OMol25: a molecular structure, C5H8N at a distorted geometry (ωB97M-V with the def2-TZVPD basis set).

Last column: natural (NBO) charge in e.
Atoms and positions in Å:
C 2.393 -0.235 -0.354  -0.080
C 1.522 -1.071 0.233  -0.047
C 1.183 0.508 -1.007  -0.246
C -2.635 0.567 0.591  -0.375
C -0.815 -0.154 0.391  0.179
N 0.444 -0.307 -0.094  -0.293
H 3.389 -0.142 -0.584  0.243
H 1.720 -2.033 0.619  0.260
H 1.046 1.587 -0.757  0.228
H 1.059 0.304 -2.096  0.256
H -3.053 1.273 -0.153  0.244
H -2.921 -0.474 0.389  0.239
H -2.589 0.955 1.502  0.208
H -0.743 -0.779 1.319  0.184

Summary:
total charge: +1
Kohn-Sham gap: 0.351 Ha
lowest unoccupied orbital energy: -4.92 eV
energy: -6792.405 eV
HOMO level: -14.475 eV
M: 82.13 g/mol

# 4
Entry from OMol25: a molecular structure, C42H28F3N10ORhS2Sb at a distorted geometry (ωB97M-V with the def2-TZVPD basis set).

Last column: Löwdin charge in e.
Atoms and positions in Å:
Rh -0.090 -0.138 -0.220  0.399
S 2.072 0.294 -1.043  0.656
C 2.532 -0.993 0.006  -1.067
S 1.192 -2.029 0.406  0.661
C 3.759 -1.128 0.578  -0.356
C 3.960 -2.127 1.581  -0.239
N 4.077 -2.895 2.430  0.182
C 4.837 -0.249 0.255  -0.217
N 5.698 0.463 -0.015  0.189
C 1.401 0.615 5.132  -0.052
N 0.831 0.910 3.822  -0.114
C 0.842 0.128 2.750  -0.148
N 0.113 0.692 1.795  -0.034
C -0.319 1.854 2.363  -0.190
N 0.083 2.008 3.598  0.143
C 0.784 -0.608 5.777  -0.191
C 1.479 -1.245 6.799  -0.023
C 0.944 -2.362 7.423  -0.042
C -0.281 -2.868 7.025  -0.002
C -0.975 -2.238 5.997  -0.130
C -0.448 -1.104 5.384  0.026
C -2.251 -2.786 5.548  -0.284
N -2.885 -3.811 6.004  0.132
N -4.029 -3.943 5.237  0.132
C -4.004 -2.990 4.373  -0.290
O -2.901 -2.209 4.506  0.122
C -4.974 -2.688 3.326  -0.129
C -6.004 -3.586 3.049  0.001
C -6.911 -3.291 2.047  -0.043
C -6.794 -2.117 1.312  -0.019
C -5.771 -1.221 1.588  -0.199
C -5.609 0.046 0.782  -0.053
N -4.353 0.042 0.028  -0.093
C -3.127 0.326 0.439  -0.123
N -2.259 0.056 -0.534  -0.030
C -3.054 -0.404 -1.545  -0.195
N -4.321 -0.426 -1.238  0.157
C -4.867 -1.510 2.601  0.022
H 1.240 1.503 5.742  0.141
H 2.475 0.473 5.017  0.139
H 1.356 -0.819 2.701  0.103
H -0.931 2.578 1.852  0.118
H 2.448 -0.870 7.106  0.123
H 1.497 -2.849 8.215  0.116
H -0.709 -3.744 7.492  0.122
H -1.022 -0.624 4.602  0.118
H -6.079 -4.497 3.626  0.123
H -7.713 -3.983 1.828  0.115
H -7.504 -1.901 0.524  0.119
H -5.615 0.926 1.425  0.139
H -6.401 0.138 0.044  0.130
H -2.879 0.722 1.410  0.127
H -2.690 -0.701 -2.514  0.084
H -4.073 -0.816 2.849  0.113
F -3.899 -6.474 -2.001  0.088
C -3.027 -5.465 -2.100  -0.271
C -1.952 -5.428 -1.232  0.012
C -1.053 -4.378 -1.337  -0.119
C -1.231 -3.393 -2.309  -0.354
C -2.333 -3.450 -3.158  -0.122
C -3.238 -4.495 -3.060  0.014
Sb 0.146 -1.784 -2.430  1.483
C 1.969 -2.689 -2.978  -0.367
C 2.629 -2.212 -4.107  -0.107
C 3.842 -2.762 -4.487  0.016
C 4.381 -3.773 -3.713  -0.267
F 5.553 -4.302 -4.072  0.093
C 3.752 -4.255 -2.579  0.018
C 2.538 -3.703 -2.209  -0.127
C -0.441 -0.780 -4.199  -0.395
C -0.591 -1.464 -5.406  -0.118
C -1.042 -0.794 -6.532  0.017
C -1.336 0.554 -6.427  -0.268
F -1.783 1.198 -7.508  0.093
C -1.183 1.261 -5.249  0.012
C -0.730 0.580 -4.129  -0.133
H -1.830 -6.207 -0.492  0.129
H -0.217 -4.335 -0.651  0.067
H -2.494 -2.684 -3.908  0.092
H -4.097 -4.565 -3.714  0.129
H 2.203 -1.410 -4.697  0.100
H 4.375 -2.416 -5.361  0.129
H 4.217 -5.043 -2.003  0.131
H 2.042 -4.078 -1.325  0.072
H -0.351 -2.519 -5.474  0.117
H -1.168 -1.298 -7.480  0.130
H -1.415 2.316 -5.222  0.128
H -0.593 1.119 -3.197  0.088

Summary:
total charge: +1
Kohn-Sham gap: 0.231 Ha
lowest unoccupied orbital energy: -4.71 eV
energy: -100318.623 eV
HOMO level: -10.987 eV
M: 1034.55 g/mol

# 5
Entry from OMol25: 3 unconnected molecules or ions with the total composition C3H11O3 at a distorted geometry (ωB97M-V with the def2-TZVPD basis set).

Last column: natural (NBO) charge in e.
Atoms and positions in Å:
C -0.065 0.630 1.236  -0.141
O 0.861 0.266 0.259  -0.313
C -1.228 -0.398 1.277  -0.414
C -2.455 -0.015 0.493  -0.610
H 0.527 0.597 2.234  0.251
H -0.612 1.684 1.276  0.179
H -0.744 -1.315 0.940  0.206
H -1.567 -0.521 2.356  0.203
H -3.123 -0.879 0.452  0.221
H -2.971 0.843 1.021  0.204
H -2.141 0.246 -0.483  0.217
H 1.330 -2.505 -0.008  0.454
H 1.783 -1.378 -0.765  0.467
O 1.920 -2.284 -0.818  -0.920
H 1.201 1.322 -1.390  0.486
H 0.722 2.739 -1.970  0.469
O 0.730 1.751 -2.153  -0.960

Summary:
multiplicity: 2
Kohn-Sham gap (spin up / spin down): 0.435 / 0.308 Ha
lowest unoccupied orbital energy (spin up / spin down): 0.68 / -2.44 eV
energy: -9428.879 eV
HOMO level (spin up / spin down): -11.150 / -10.814 eV
M: 95.12 g/mol

# 6
Entry from OMol25: a molecular structure, C24H19AsCrO4 at a distorted geometry (ωB97M-V with the def2-TZVPD basis set).

Last column: natural (NBO) charge in e.
Atoms and positions in Å:
Cr -0.305 0.878 0.839  0.242
C 0.028 1.957 2.294  0.509
O 0.311 2.569 3.248  -0.280
C -0.230 2.317 -0.345  0.567
O -0.181 3.154 -1.154  -0.255
C -1.944 0.492 0.014  0.525
O -2.903 0.249 -0.609  -0.296
C 1.370 0.305 0.286  0.516
O 2.433 -0.083 -0.015  -0.272
C -0.154 -3.068 -2.239  -0.404
H 0.803 -3.461 -1.879  0.201
H -1.061 -3.438 -1.744  0.200
C -0.210 -2.108 -3.176  -0.395
H -1.162 -1.691 -3.529  0.203
H 0.697 -1.693 -3.638  0.207
C -3.218 0.689 6.011  -0.166
C -3.324 1.286 4.751  -0.178
C -2.559 0.808 3.681  -0.289
C -1.714 -0.291 3.872  -0.213
C -1.637 -0.927 5.116  -0.246
C -2.364 -0.406 6.195  -0.172
As -0.754 -1.015 2.285  0.950
C 0.975 -1.559 3.057  -0.361
C 1.701 -2.544 2.369  -0.248
C 3.025 -2.812 2.733  -0.176
C 3.603 -2.108 3.801  -0.154
C 2.866 -1.144 4.501  -0.205
C 1.548 -0.851 4.117  -0.172
C -1.692 -2.804 2.360  -0.144
C -1.111 -3.899 3.008  -0.277
C -1.882 -5.034 3.291  -0.172
C -3.236 -5.058 2.950  -0.165
C -3.799 -3.990 2.240  -0.183
C -3.020 -2.872 1.912  -0.261
H -3.802 1.081 6.846  0.250
H -3.994 2.134 4.594  0.242
H -2.620 1.285 2.699  0.187
H -1.019 -1.819 5.247  0.239
H -2.266 -0.862 7.181  0.248
H 1.230 -3.117 1.569  0.236
H 3.599 -3.565 2.183  0.249
H 4.645 -2.302 4.073  0.251
H 3.318 -0.609 5.342  0.249
H 0.980 -0.082 4.640  0.223
H -0.062 -3.883 3.302  0.238
H -1.416 -5.887 3.788  0.245
H -3.849 -5.915 3.230  0.247
H -4.849 -4.023 1.945  0.246
H -3.440 -2.052 1.324  0.213

Summary:
multiplicity: 5
total charge: +2
Kohn-Sham gap (spin up / spin down): 0.267 / 0.157 Ha
lowest unoccupied orbital energy (spin up / spin down): -7.65 / -10.64 eV
energy: -122625.271 eV
HOMO level (spin up / spin down): -14.920 / -14.910 eV
M: 498.33 g/mol

# 7
Entry from OMol25: a molecular structure, C24H13Br4N4O4S2Ti at a distorted geometry (ωB97M-V with the def2-TZVPD basis set).

Last column: natural (NBO) charge in e.
Atoms and positions in Å:
Ti -0.594 0.541 0.328  1.570
C -2.695 -0.238 5.554  -0.244
C -1.496 0.436 5.750  -0.198
C -0.586 0.576 4.715  -0.258
C -0.880 0.033 3.463  0.213
C -2.083 -0.644 3.262  -0.235
C -2.983 -0.776 4.307  -0.208
N -0.016 0.173 2.358  -0.408
N 1.224 0.499 2.688  -0.295
C 2.038 0.689 1.615  0.330
C 3.389 1.019 1.863  -0.235
C 4.221 1.235 0.799  -0.168
C 3.723 1.141 -0.512  -0.309
C 2.396 0.835 -0.682  0.083
N 1.572 0.598 0.352  -0.556
H -3.403 -0.338 6.368  0.200
H -1.269 0.869 6.717  0.199
H 0.341 1.110 4.854  0.231
H -2.301 -1.068 2.289  0.238
H -3.914 -1.302 4.138  0.208
H 3.722 1.092 2.888  0.224
H 5.262 1.486 0.968  0.207
H 4.351 1.316 -1.374  0.215
H 1.925 0.772 -1.656  0.220
Br -2.667 -4.475 -3.969  0.059
C -2.070 -2.813 -3.288  -0.155
C -1.972 -1.703 -4.112  -0.159
Br -2.436 -1.818 -5.944  0.059
C -1.528 -0.480 -3.594  -0.171
Br -1.397 1.088 -4.636  0.058
C -1.177 -0.367 -2.255  0.254
O -0.756 0.730 -1.675  -0.768
C -1.276 -1.507 -1.415  0.304
O -0.947 -1.308 -0.149  -0.744
C -1.724 -2.710 -1.932  -0.192
Br -1.853 -4.160 -0.733  0.070
O -1.846 3.408 2.482  -0.892
S -1.718 2.970 1.127  2.304
O -0.346 2.769 0.632  -0.928
N -2.420 1.566 0.717  -0.938
C -3.453 1.723 -0.160  0.058
S -4.342 0.512 -0.789  -0.045
C -3.607 3.169 -0.555  0.002
C -4.526 3.721 -1.435  -0.190
C -4.484 5.089 -1.647  -0.195
C -3.554 5.898 -0.990  -0.206
C -2.636 5.354 -0.106  -0.169
C -2.682 3.983 0.070  -0.344
H -5.241 3.078 -1.931  0.245
H -5.188 5.540 -2.335  0.214
H -3.551 6.965 -1.177  0.213
H -1.911 5.963 0.416  0.229

Summary:
multiplicity: 3
total charge: -1
Kohn-Sham gap (spin up / spin down): 0.225 / 0.244 Ha
lowest unoccupied orbital energy (spin up / spin down): 1.87 / 1.70 eV
energy: -364210.476 eV
HOMO level (spin up / spin down): -4.244 / -4.937 eV
M: 853.01 g/mol

# 8
Entry from OMol25: a gas-phase ion, C21H26NO2 (charge +1) at a distorted geometry (ωB97M-V with the def2-TZVPD basis set).

Last column: natural (NBO) charge in e.
Atoms and positions in Å:
C -1.052 2.764 0.807  -0.422
N -0.938 2.594 -0.659  -0.226
C -0.939 3.895 -1.368  -0.424
C -2.112 1.739 -0.953  -0.229
C -2.114 1.254 -2.445  -0.412
C -0.846 0.441 -2.693  -0.417
C 0.412 1.207 -2.347  -0.259
C 1.654 0.225 -2.512  -0.056
O 1.558 -1.023 -1.766  -0.532
C 1.845 -1.094 -0.388  0.802
O 2.249 -0.138 0.229  -0.584
C 1.790 -2.384 0.246  -0.205
C 2.547 -3.394 -0.327  -0.155
C 2.660 -4.638 0.230  -0.206
C 1.903 -4.962 1.376  -0.173
C 1.007 -4.021 1.894  -0.222
C 0.972 -2.684 1.350  0.068
C 0.151 -1.643 1.974  -0.004
C 0.759 -0.682 2.781  -0.204
C 0.018 0.299 3.469  -0.213
C -1.367 0.328 3.319  -0.240
C -2.011 -0.640 2.503  -0.232
C -1.242 -1.632 1.865  -0.238
C 0.318 1.781 -0.925  -0.236
H -1.924 3.280 1.164  0.237
H -0.999 1.793 1.270  0.259
H -0.198 3.360 1.138  0.226
H -0.789 3.745 -2.449  0.235
H -1.887 4.423 -1.251  0.240
H -0.155 4.577 -0.963  0.244
H -3.066 2.251 -0.741  0.237
H -2.069 0.862 -0.320  0.236
H -2.113 2.104 -3.129  0.208
H -2.995 0.573 -2.600  0.249
H -0.823 0.128 -3.710  0.232
H -0.901 -0.474 -2.069  0.219
H 0.521 2.074 -3.048  0.217
H 1.682 -0.108 -3.564  0.219
H 2.579 0.729 -2.274  0.206
H 3.142 -3.122 -1.210  0.224
H 3.330 -5.391 -0.149  0.230
H 1.893 -5.943 1.809  0.228
H 0.369 -4.258 2.765  0.231
H 1.826 -0.691 2.943  0.232
H 0.539 1.023 4.070  0.225
H -1.981 1.090 3.879  0.226
H -3.095 -0.555 2.401  0.225
H -1.714 -2.415 1.296  0.224
H 1.212 2.389 -0.759  0.243
H 0.390 0.967 -0.162  0.267

Summary:
structure (SMILES): C[N+]1(C)CCC[C@H](COC(=O)c2ccccc2-c2ccccc2)C1
total charge: +1
Kohn-Sham gap: 0.343 Ha
lowest unoccupied orbital energy: -2.25 eV
energy: -27777.909 eV
HOMO level: -11.581 eV
M: 324.44 g/mol

- Among the records above, which one has the lowest M?
  C5H8N

- Which of these has the lowest energy?
  C24H13Br4N4O4S2Ti

- The highest M belongs to which entry?
  C39H38Cl3O9PS5SiTa